[1]
Computed, not measured: 2 unconnected molecules or ions with the total composition C3H3N2O2S in a non-equilibrium geometry, with ωB97M-V/def2-TZVPD.

Summary:
Total charge: -1
Energy relative to the best compared isomer or geometry (same formula, charge and spin): 2.3135 eV
Electronic energy: -774.28220 Eh
Lowest unoccupied orbital energy: 3.8 eV

XYZ file:
```
11
C3H3N2O2S | the OMol25 dataset | ωB97M-V/def2-TZVPD
C -1.0349 -0.5444 -0.5122
C 2.3877 -0.6716 0.5370
C -1.5069 0.6993 0.2529
N 0.0726 -0.4822 -1.0949
N 0.7139 0.5795 -1.0730
O 3.3208 -0.0315 0.3618
O 1.7594 -1.5710 0.8547
S -0.1845 1.8603 -0.0094
H -1.5874 -1.3848 -0.5732
H -2.4320 1.1119 -0.0063
H -1.5086 0.4344 1.2626
```

Löwdin analysis output, partial charges in e: C -0.322; C -0.529; C -0.554; N -0.233; N -0.362; O 0.157; O 0.165; S 0.635; H 0.025; H 0.010; H 0.008

=====

[2]
Computed, not measured: C5H10N2O2 in the gas phase in a non-equilibrium geometry, with ωB97M-V/def2-TZVPD.

Summary:
Energy relative to the best compared isomer or geometry (same formula, charge and spin): 2.5287 eV
SMILES: CO[C@H](O)CN(C)C#N
Electronic energy: -456.46127 Eh
Lowest unoccupied orbital energy: 0.7 eV

XYZ file:
```
19
C5H10N2O2 | the OMol25 dataset | ωB97M-V/def2-TZVPD
C 2.5164 1.1674 0.0627
O 1.3279 0.4150 0.2075
C 0.1437 1.0489 -0.3151
O -0.4917 1.6322 0.7634
C -0.7119 -0.0230 -1.0264
N -1.3672 -0.9162 -0.1034
C -0.5868 -1.9185 0.5909
C -2.6568 -0.7951 0.1084
N -3.7972 -0.7386 0.2459
H 3.3122 0.5853 0.5227
H 2.4219 2.1370 0.5611
H 2.7532 1.3340 -0.9924
H 0.4201 1.8451 -1.0208
H -0.6118 0.8616 1.3839
H -1.4785 0.4813 -1.6185
H -0.0531 -0.5931 -1.6908
H -0.1209 -2.5960 -0.1198
H -1.2287 -2.4859 1.2648
H 0.2090 -1.4414 1.1758
```

Löwdin analysis output, partial charges in e: C -0.090; O -0.171; C -0.410; O 0.024; C -0.078; N -0.168; C -0.027; C -0.330; N 0.145; H 0.090; H 0.094; H 0.088; H 0.157; H 0.127; H 0.138; H 0.135; H 0.092; H 0.099; H 0.083

=====

[3]
Computed, not measured: 2 unconnected molecules or ions with the total composition C3H7FOS in a non-equilibrium geometry, with ωB97M-V/def2-TZVPD.

Summary:
Energy relative to the best compared isomer or geometry (same formula, charge and spin): 6.5909 eV
Electronic energy: -691.55651 Eh
Lowest unoccupied orbital energy: 0.3 eV

XYZ file:
```
13
C3H7FOS | the OMol25 dataset | ωB97M-V/def2-TZVPD
C -0.8933 0.4710 -0.6461
C -2.1925 -0.9587 0.0759
C 2.1016 0.9484 -0.2580
O 0.8936 -1.4176 -0.3803
F -1.2379 1.7489 -0.1765
S 0.5607 -0.1433 0.1197
H -2.6966 -0.7260 1.0791
H -1.4545 -1.7235 0.0788
H -2.9465 -1.2336 -0.6682
H 2.4331 1.3945 0.6794
H 2.9464 0.3369 -0.4556
H 1.8105 1.6941 -0.9634
H 0.6755 -0.3910 1.5153
```

Löwdin analysis output, partial charges in e: C -0.309; C -0.012; C -0.113; O -0.437; F -0.156; S 0.766; H 0.060; H -0.029; H 0.024; H 0.048; H 0.043; H 0.045; H 0.071

=====

Number 3 is which compound?
C3H7FOS

=====

Which of these has the highest lowest unoccupied orbital energy?
C3H3N2O2S

=====

Repeat the second record exactly.
Computed, not measured: C5H10N2O2 in the gas phase in a non-equilibrium geometry, with ωB97M-V/def2-TZVPD.

Summary:
Energy relative to the best compared isomer or geometry (same formula, charge and spin): 2.5287 eV
SMILES: CO[C@H](O)CN(C)C#N
Electronic energy: -456.46127 Eh
Lowest unoccupied orbital energy: 0.7 eV

XYZ file:
```
19
C5H10N2O2 | the OMol25 dataset | ωB97M-V/def2-TZVPD
C 2.5164 1.1674 0.0627
O 1.3279 0.4150 0.2075
C 0.1437 1.0489 -0.3151
O -0.4917 1.6322 0.7634
C -0.7119 -0.0230 -1.0264
N -1.3672 -0.9162 -0.1034
C -0.5868 -1.9185 0.5909
C -2.6568 -0.7951 0.1084
N -3.7972 -0.7386 0.2459
H 3.3122 0.5853 0.5227
H 2.4219 2.1370 0.5611
H 2.7532 1.3340 -0.9924
H 0.4201 1.8451 -1.0208
H -0.6118 0.8616 1.3839
H -1.4785 0.4813 -1.6185
H -0.0531 -0.5931 -1.6908
H -0.1209 -2.5960 -0.1198
H -1.2287 -2.4859 1.2648
H 0.2090 -1.4414 1.1758
```

Löwdin analysis output, partial charges in e: C -0.090; O -0.171; C -0.410; O 0.024; C -0.078; N -0.168; C -0.027; C -0.330; N 0.145; H 0.090; H 0.094; H 0.088; H 0.157; H 0.127; H 0.138; H 0.135; H 0.092; H 0.099; H 0.083